(1)
{
  "formula": "C22H30N4STl",
  "method": "ωB97M-V/def2-TZVPD",
  "gap_ha": 0.3041,
  "charge": 1,
  "total_energy_ha": -1645.86601,
  "symbols": ["Tl", "C", "C", "C", "C", "C", "C", "C", "C", "N", "C", "C", "C", "C", "N", "C", "C", "C", "C", "C", "C", "C", "C", "H", "H", "H", "H", "H", "H", "H", "H", "H", "H", "H", "H", "H", "H", "H", "H", "H", "H", "H", "H", "H", "H", "H", "H", "C", "N", "C", "N", "S", "H", "H", "H", "H", "H", "H"],
  "coordinates": [[1.9429, 0.4327, -1.4774], [0.8270, -2.5108, -3.5116], [0.3103, -3.3767, -2.3939], [0.2529, -4.7570, -2.5451], [-0.1961, -5.5707, -1.5208], [-0.5630, -5.0095, -0.3090], [-0.5329, -3.6349, -0.1213], [-0.8985, -3.0431, 1.2162], [-0.1178, -2.8202, -1.1855], [-0.1465, -1.4074, -0.9725], [-1.2688, -0.8033, -1.0343], [-2.5245, -1.3751, -1.6294], [-1.3728, 0.5918, -0.4943], [-2.6411, 0.9131, 0.2387], [-0.4058, 1.3995, -0.6483], [-0.4807, 2.7544, -0.2355], [-0.8234, 3.7191, -1.1932], [-1.2178, 3.3210, -2.5916], [-0.8344, 5.0531, -0.8094], [-0.5187, 5.4238, 0.4879], [-0.1662, 4.4593, 1.4156], [-0.1307, 3.1148, 1.0664], [0.2876, 2.0688, 2.0689], [0.7647, -3.0291, -4.4667], [1.8792, -2.2693, -3.3352], [0.2578, -1.5839, -3.5975], [0.5524, -5.1945, -3.4896], [-0.2467, -6.6419, -1.6616], [-0.8902, -5.6441, 0.5053], [-0.9484, -3.8267, 1.9692], [-1.8719, -2.5469, 1.1952], [-0.1564, -2.3052, 1.5258], [-2.2931, -2.2460, -2.2373], [-3.0108, -0.6225, -2.2528], [-3.2393, -1.6762, -0.8610], [-2.8733, 0.1119, 0.9425], [-3.4803, 1.0062, -0.4533], [-2.5400, 1.8511, 0.7802], [-0.7075, 2.4125, -2.9089], [-0.9927, 4.1174, -3.2985], [-2.2946, 3.1373, -2.6397], [-1.1004, 5.8081, -1.5389], [-0.5379, 6.4676, 0.7715], [0.0908, 4.7476, 2.4278], [1.0011, 2.4964, 2.7725], [0.7539, 1.2125, 1.5775], [-0.5658, 1.7036, 2.6463], [2.2985, -1.0739, 3.4126], [2.8214, 0.2815, 3.3798], [3.4360, 0.8037, 2.3155], [3.8480, 2.0833, 2.3971], [3.7073, -0.0907, 0.9100], [1.7565, -1.2230, 4.3427], [3.1051, -1.8036, 3.3441], [1.6312, -1.2365, 2.5672], [2.7537, 0.8311, 4.2212], [3.9011, 2.5706, 3.2770], [4.4096, 2.4290, 1.6394]],
  "forces_ev_per_a": [[-0.015, -0.081, -0.029], [-0.067, -0.033, 0.108], [-0.058, 0.203, 0.041], [-0.029, -0.022, -0.016], [0.046, -0.048, 0.019], [-0.021, -0.002, -0.050], [0.123, 0.158, 0.029], [-0.021, -0.030, -0.123], [-0.127, -0.341, -0.198], [-0.081, 0.341, 0.398], [0.271, -0.379, -0.279], [-0.027, -0.103, 0.113], [0.043, 0.375, 0.153], [-0.041, 0.141, -0.041], [0.067, -0.499, -0.271], [-0.026, 0.461, 0.046], [-0.009, -0.145, 0.002], [-0.023, 0.050, 0.136], [-0.010, -0.015, 0.052], [0.005, 0.066, 0.002], [0.003, -0.004, -0.027], [0.116, -0.183, 0.039], [-0.076, 0.119, -0.057], [0.026, -0.008, 0.005], [-0.021, 0.099, -0.077], [0.062, 0.054, -0.032], [0.020, 0.013, 0.003], [0.012, -0.001, 0.007], [0.017, 0.000, 0.008], [-0.007, 0.011, 0.026], [-0.016, 0.034, 0.009], [-0.037, 0.014, 0.027], [-0.007, -0.022, 0.017], [-0.003, 0.011, 0.034], [-0.006, 0.015, 0.016], [-0.038, -0.012, -0.024], [-0.010, -0.055, 0.013], [-0.028, -0.019, -0.008], [-0.003, 0.009, -0.070], [0.006, -0.003, -0.002], [0.020, -0.066, -0.058], [0.005, -0.001, -0.002], [0.001, -0.005, 0.002], [0.018, 0.004, -0.001], [-0.027, -0.025, 0.000], [0.008, -0.006, 0.075], [-0.011, -0.055, -0.023], [0.070, -0.130, -0.066], [0.075, 0.054, -0.051], [-0.044, 0.022, 0.174], [0.000, -0.011, 0.077], [-0.080, -0.084, -0.187], [0.004, 0.075, 0.014], [-0.005, 0.009, 0.018], [-0.027, 0.023, 0.040], [-0.019, 0.020, -0.011], [-0.033, -0.002, 0.008], [0.040, 0.008, -0.008]],
  "lowdin_charge": [0.77, -0.05, -0.22, -0.04, -0.06, -0.04, -0.20, -0.02, -0.21, 0.09, -0.28, 0.02, -0.26, 0.02, 0.03, -0.23, -0.20, -0.03, -0.04, -0.06, -0.04, -0.21, -0.03, 0.09, 0.07, 0.06, 0.12, 0.11, 0.12, 0.08, 0.08, 0.06, 0.09, 0.10, 0.10, 0.10, 0.10, 0.09, 0.06, 0.09, 0.09, 0.12, 0.11, 0.12, 0.07, 0.05, 0.09, -0.09, -0.05, -0.90, 0.11, 0.50, 0.09, 0.09, 0.05, 0.14, 0.11, 0.10]
}


(2)
{
  "formula": "C22H30O2PtSi",
  "method": "ωB97M-V/def2-TZVPD",
  "gap_ha": [0.2625, 0.2446],
  "spin_multiplicity": 3,
  "total_energy_ha": -1415.37773,
  "s2": 2.0197,
  "symbols": ["C", "C", "C", "H", "C", "C", "H", "H", "H", "H", "Pt", "C", "H", "H", "H", "Si", "C", "C", "H", "C", "H", "C", "H", "C", "H", "C", "H", "C", "C", "H", "C", "H", "C", "H", "C", "H", "C", "H", "H", "H", "C", "O", "C", "C", "O", "C", "H", "H", "H", "H", "H", "H", "H", "H", "H", "H"],
  "coordinates": [[-0.3269, -0.8664, 0.5480], [-1.1058, -1.4883, -0.5524], [-0.1599, -2.0261, -1.5034], [-2.1664, -1.7389, -0.4791], [1.1413, -1.7819, -1.0073], [1.0661, -1.1358, 0.2431], [1.8879, -0.9954, 0.9466], [-0.7389, -0.6234, 1.5248], [-0.4189, -2.5928, -2.3931], [2.0657, -2.1400, -1.4597], [-0.7999, 0.7043, -0.8892], [-2.3326, 2.3411, -2.5660], [-1.4874, 1.8352, -3.0557], [-1.9845, 3.3216, -2.2173], [-3.1335, 2.4945, -3.3046], [-3.1475, 1.3217, -1.0994], [-4.1078, 2.1815, 0.2489], [-4.6696, 1.4135, 1.2900], [-4.6296, 0.3230, 1.2464], [-5.2652, 2.0460, 2.3856], [-5.6562, 1.4447, 3.2067], [-5.3880, 3.4410, 2.4147], [-5.9509, 3.9245, 3.2201], [-4.7894, 4.2020, 1.3998], [-4.8449, 5.2895, 1.4440], [-4.1256, 3.5827, 0.3346], [-3.6339, 4.1743, -0.4450], [-4.0808, -0.0596, -1.9559], [-5.4267, -0.3189, -1.6603], [-5.9520, 0.3158, -0.9436], [-6.0834, -1.3926, -2.2743], [-7.1244, -1.6018, -2.0114], [-5.4122, -2.1982, -3.2014], [-5.9307, -3.0279, -3.6844], [-4.0632, -1.9548, -3.4822], [-3.5060, -2.6058, -4.1564], [-3.4069, -0.8769, -2.8725], [-2.3592, -0.6918, -3.1063], [-0.7971, 2.2913, -0.7229], [-2.4114, 0.4753, -0.0265], [1.2945, 1.3514, 2.4035], [0.6315, 1.9245, 1.2811], [1.4049, 2.9422, 0.6506], [2.5022, 2.3996, -0.2500], [2.1174, 1.1494, -0.8074], [3.1138, 0.6777, -1.6982], [2.2824, 0.9554, 2.1101], [1.4195, 2.1288, 3.1745], [0.6532, 0.5432, 2.7749], [0.7078, 3.5275, 0.0344], [1.8682, 3.5875, 1.4118], [2.6718, 3.1149, -1.0723], [3.4345, 2.2764, 0.3292], [3.4410, 1.4897, -2.3732], [3.9900, 0.3142, -1.1364], [2.6854, -0.1440, -2.2806]],
  "forces_ev_per_a": [[-0.142, -1.237, -1.230], [1.088, -0.811, 0.171], [-1.077, 0.752, 1.171], [0.461, 0.188, -0.257], [0.618, -0.043, 1.400], [-0.121, -1.121, -0.480], [-0.238, 0.262, -0.521], [0.163, -0.068, -0.288], [0.051, 0.260, 0.101], [-0.318, 0.194, 0.062], [-0.582, -0.291, 0.514], [-1.329, 0.465, 0.372], [-0.289, 0.030, 0.179], [-0.044, -0.277, -0.124], [0.146, -0.041, -0.101], [0.330, 0.100, -1.424], [-0.060, 0.527, -0.037], [0.047, 0.625, 0.054], [0.056, 0.266, 0.062], [-0.146, -0.015, -0.321], [-0.012, 0.155, -0.234], [0.332, -0.094, -0.359], [0.381, -0.145, -0.273], [-0.135, -0.026, 0.156], [0.005, -0.232, -0.017], [-0.390, -0.328, 0.316], [-0.256, -0.117, 0.336], [-0.395, 0.183, 0.152], [0.151, -0.465, -0.347], [0.064, -0.231, -0.207], [-0.027, 0.093, -0.003], [0.326, 0.060, -0.200], [0.154, 0.122, 0.289], [0.141, 0.216, 0.169], [-0.017, 0.348, 0.221], [-0.228, 0.175, 0.063], [-0.478, -0.442, -0.194], [-0.184, -0.025, 0.087], [0.590, 0.225, 0.097], [0.627, -0.057, 0.170], [-0.026, 0.399, -0.387], [0.681, 0.418, 0.463], [-0.613, -0.127, 0.058], [0.205, -0.439, -0.057], [0.388, 0.642, -0.171], [0.020, 0.145, -0.037], [-0.277, 0.017, 0.234], [0.068, -0.315, 0.015], [0.285, 0.241, -0.028], [0.114, -0.203, 0.394], [-0.144, 0.071, -0.136], [0.166, -0.010, 0.292], [-0.038, -0.020, -0.278], [-0.093, -0.313, 0.107], [-0.118, 0.051, -0.143], [0.119, 0.263, 0.151]],
  "lowdin_charge": [-0.28, -0.30, -0.10, 0.09, -0.16, -0.13, 0.10, 0.10, 0.10, 0.10, 0.90, -0.25, 0.00, 0.01, 0.03, 0.53, -0.28, -0.11, 0.11, -0.09, 0.10, -0.09, 0.10, -0.09, 0.10, -0.09, 0.10, -0.29, -0.09, 0.09, -0.09, 0.10, -0.09, 0.10, -0.08, 0.10, -0.12, 0.08, -0.04, 0.01, -0.10, -0.28, -0.22, -0.21, -0.27, -0.10, 0.09, 0.09, 0.08, 0.09, 0.12, 0.13, 0.12, 0.09, 0.10, 0.07]
}